1.
{
  "formula": "C9H13NO",
  "method": "ωB97M-V with the def2-TZVPD basis set",
  "species": ["C", "C", "C", "C", "C", "C", "C", "H", "H", "H", "H", "H", "H", "H", "H", "C", "C", "O", "N", "H", "H", "H", "H", "H"],
  "coordinates": [[-0.01440, -0.79341, -3.27090], [0.81313, 0.88898, 0.00303], [2.21519, 0.68944, 0.03432], [0.03311, 0.31839, -1.00371], [0.68865, -0.27875, -2.06553], [2.85033, -0.07758, -0.96781], [2.05610, -0.75042, -1.88099], [0.20590, 1.41687, 0.73072], [2.82668, 1.08603, 0.81020], [-1.00965, 0.48991, -1.24928], [3.94230, -0.30907, -0.91710], [-1.02350, -0.76926, -3.32557], [0.27821, -1.87539, -3.47332], [2.37773, -1.46123, -2.57539], [0.22390, -0.29433, -4.26222], [-2.57742, 0.90883, 2.24792], [-1.41003, 0.38376, 2.81462], [-0.53934, 1.17736, 3.27610], [-1.18286, -0.97526, 2.95395], [-3.48286, 0.31931, 2.53366], [-2.41338, 0.85265, 1.10038], [-0.30175, -1.19724, 3.38111], [-1.80484, -1.66309, 2.58495], [-2.75122, 1.91350, 2.52087]],
  "gap_ev": [2.67, 9.02],
  "relative_energy_kj_mol": 167.5,
  "multiplicity": 2,
  "lumo_ev": [3.704, 3.630],
  "charge": -1
}


2.
{
  "formula": "C50H58IN3O4SSeSn",
  "method": "ωB97M-V with the def2-TZVPD basis set",
  "species": ["Sn", "C", "C", "C", "C", "C", "C", "C", "Se", "C", "C", "C", "C", "C", "C", "O", "C", "C", "C", "C", "C", "C", "C", "C", "C", "O", "C", "C", "C", "C", "C", "C", "H", "H", "H", "H", "H", "H", "H", "H", "H", "H", "H", "H", "H", "H", "H", "H", "H", "H", "H", "H", "H", "H", "H", "H", "H", "H", "H", "H", "H", "H", "H", "H", "H", "H", "H", "H", "H", "H", "H", "H", "C", "C", "C", "C", "C", "C", "C", "C", "C", "C", "C", "C", "C", "C", "C", "N", "H", "H", "H", "H", "H", "H", "H", "H", "H", "H", "O", "O", "I", "C", "H", "H", "N", "C", "S", "C", "C", "C", "N", "C", "C", "H", "H", "H", "H", "H", "H"],
  "coordinates": [[1.05662, 0.73280, 1.05559], [-0.54332, -6.64034, -2.91462], [-0.76869, -6.15140, -1.46446], [-0.11998, -7.12312, -0.47061], [-2.32869, -6.15272, -1.25096], [-0.22296, -4.74637, -1.28137], [-0.50189, -3.99019, -0.16537], [0.03918, -2.72102, 0.04141], [-0.31850, -1.77917, 1.67948], [-2.04200, -1.12231, 1.10549], [-3.14665, -1.89661, 1.43563], [-4.42042, -1.49569, 0.95937], [-4.43582, -0.23109, 0.29301], [-3.33882, 0.54462, -0.07540], [-2.07983, 0.05241, 0.32430], [-0.99781, 0.72422, 0.04307], [-3.45903, 1.78336, -0.86671], [-2.73208, 1.52525, -2.19513], [-4.91196, 2.05035, -1.23210], [-2.94109, 3.04633, -0.12979], [-5.62329, -2.46775, 0.92720], [-6.69417, -2.06062, 1.99288], [-6.31392, -2.47881, -0.45948], [-5.10445, -3.88962, 1.22125], [0.78784, -1.99475, -0.96244], [1.10416, -0.72980, -0.85066], [1.18371, -2.83397, -2.12867], [0.62791, -4.10542, -2.25763], [2.14203, -2.26872, -3.22655], [1.38592, -1.07153, -3.90216], [3.40824, -1.69961, -2.63451], [2.60838, -3.29736, -4.22324], [-1.02560, -7.59024, -3.03150], [-1.01915, -5.85298, -3.55924], [0.50353, -6.65349, -3.14404], [-0.19946, -8.18993, -0.79304], [0.94160, -6.96641, -0.45392], [-0.49598, -7.01575, 0.53890], [-2.73702, -7.10352, -1.54280], [-2.53426, -6.03785, -0.16478], [-2.87996, -5.29042, -1.80835], [-1.07760, -4.43620, 0.66038], [-3.05040, -2.72456, 2.05358], [-5.45262, 0.01751, -0.06130], [-3.00726, 0.58916, -2.63777], [-2.91926, 2.31673, -2.93223], [-1.66105, 1.38297, -1.98464], [-5.32741, 1.25203, -1.84042], [-5.57124, 2.23663, -0.37235], [-4.99126, 3.01184, -1.76270], [-1.90686, 3.02087, 0.15136], [-3.16284, 3.98176, -0.69373], [-3.49775, 3.19099, 0.80958], [-7.15862, -1.12485, 1.69480], [-7.57257, -2.75752, 2.05142], [-6.36835, -1.98961, 3.07217], [-6.58016, -1.44757, -0.82242], [-5.70607, -2.87722, -1.27276], [-7.28684, -3.01850, -0.48600], [-4.46218, -3.85693, 2.11581], [-5.88456, -4.59981, 1.36831], [-4.44617, -4.26426, 0.42801], [0.89765, -4.66732, -3.08301], [0.73521, -0.51800, -3.21216], [2.07147, -0.42035, -4.41415], [0.75817, -1.46082, -4.68801], [3.21767, -0.89045, -1.87281], [3.96144, -2.45935, -2.08348], [4.02470, -1.27850, -3.45193], [1.73102, -3.50643, -4.87561], [3.44389, -2.92258, -4.73451], [2.97129, -4.20582, -3.71535], [4.60402, -2.21965, 1.25004], [5.64481, -1.38140, 1.60602], [5.35520, -0.10974, 1.96399], [4.07836, 0.41989, 1.99617], [2.95030, -0.41555, 1.61762], [3.31424, -1.67332, 1.16963], [3.87774, 1.75471, 2.44470], [4.86705, 2.65122, 2.89759], [4.55418, 3.89902, 3.31204], [3.22625, 4.34403, 3.36411], [2.65733, 5.63238, 3.67498], [1.24487, 5.72718, 3.97928], [0.36933, 4.76240, 3.65087], [0.82241, 3.47457, 3.05120], [2.26331, 3.32492, 2.92951], [2.57379, 2.11076, 2.53420], [4.77376, -3.24690, 0.97288], [6.64845, -1.81136, 1.58730], [6.20172, 0.50898, 2.30859], [2.59293, -2.37329, 0.84380], [5.89192, 2.34232, 2.90879], [5.34889, 4.57439, 3.56932], [3.26974, 6.20723, 4.37047], [0.96901, 6.76330, 4.27206], [-0.66521, 4.93587, 3.81795], [0.34673, 3.46728, 2.03177], [-0.24095, 1.56015, 2.46403], [0.30708, 2.24502, 3.56780], [6.80452, 2.07212, -2.81396], [1.75270, 2.22792, -0.55183], [2.74565, 1.74840, -0.85548], [1.06769, 2.07320, -1.37659], [2.41972, 7.98377, 1.76442], [2.12762, 7.83197, 0.44274], [1.91640, 9.14063, -0.55198], [1.98473, 6.44678, 0.12227], [3.05031, 5.56316, 0.51817], [3.05249, 4.30657, 0.10135], [1.94049, 3.72690, -0.51643], [0.89724, 4.60456, -0.90968], [0.91704, 5.89690, -0.61971], [2.28745, 8.92958, 2.11417], [2.55825, 7.16516, 2.33379], [3.94390, 5.99576, 0.99406], [3.91025, 3.58417, 0.25128], [0.07481, 4.28596, -1.51342], [0.12785, 6.55756, -0.92607]],
  "gap_ev": [5.56, 3.43],
  "relative_energy_kj_mol": 282.2,
  "lumo_ev": [3.515, 1.850],
  "charge": -2
}


3.
{
  "formula": "C3H4NP",
  "method": "ωB97M-V with the def2-TZVPD basis set",
  "species": ["C", "C", "C", "N", "P", "H", "H", "H", "H"],
  "coordinates": [[-0.92816, -0.92855, -0.19059], [-1.10893, 0.35745, -0.30963], [1.55166, -0.02887, -0.04218], [1.12174, -1.17307, 0.04460], [0.39006, 1.45266, -0.09855], [-1.59200, -1.77505, -0.25397], [-2.19052, 0.81399, -0.47560], [2.61497, -0.00967, 0.03535], [0.14119, 1.29112, 1.29056]],
  "gap_ev": 9.56,
  "relative_energy_kj_mol": 280.4,
  "lumo_ev": 0.798
}


4.
{
  "formula": "C7H20ClIrScSi",
  "method": "ωB97M-V with the def2-TZVPD basis set",
  "species": ["Sc", "Cl", "C", "H", "H", "H", "Ir", "C", "C", "C", "H", "H", "H", "H", "H", "H", "H", "H", "C", "Si", "C", "C", "H", "H", "H", "H", "H", "H", "H", "H", "H"],
  "coordinates": [[-1.19120, 1.13495, -0.53306], [-1.98221, 3.34042, -0.18816], [-2.59572, -0.03197, 0.68636], [-2.32725, -0.63507, 1.57950], [-2.87272, -0.79399, -0.07324], [-3.54042, 0.44805, 0.94928], [-0.23204, -0.30801, -2.51855], [1.57475, 0.51993, -2.86448], [-1.66414, -0.15596, -3.93420], [-0.20954, -1.80116, -1.34073], [-2.18474, -1.13216, -4.07380], [-2.45544, 0.60487, -3.72137], [-1.21291, 0.11174, -4.91559], [2.39643, -0.17448, -2.57229], [1.68581, 0.71206, -3.95856], [1.76184, 1.48770, -2.34315], [-1.07325, -2.51646, -1.29689], [0.69649, -2.18436, -0.88414], [0.17430, -0.82342, 3.49933], [0.60508, 0.05311, 1.84685], [0.97122, 1.85375, 2.30984], [2.31078, -0.71001, 1.46697], [-0.79240, -0.47450, 3.89162], [0.91944, -0.66869, 4.29381], [0.08538, -1.91267, 3.36133], [1.75554, 1.91925, 3.08225], [1.30913, 2.42068, 1.42770], [0.06939, 2.35212, 2.69222], [3.03111, -0.60139, 2.30194], [2.22336, -1.79014, 1.25398], [2.76391, -0.24417, 0.57523]],
  "gap_ev": [6.47, 7.33],
  "multiplicity": 6,
  "lumo_ev": [-0.332, -2.339]
}


5.
{
  "formula": "C24H30CuN3O4Se2Si2",
  "method": "ωB97M-V with the def2-TZVPD basis set",
  "species": ["Cu", "O", "C", "O", "C", "C", "C", "C", "C", "N", "C", "O", "O", "H", "H", "H", "Se", "Se", "C", "C", "C", "C", "C", "N", "C", "C", "C", "C", "C", "N", "H", "H", "H", "H", "H", "H", "H", "H", "C", "Si", "C", "C", "C", "Si", "C", "C", "C", "H", "H", "H", "H", "H", "H", "H", "H", "H", "H", "H", "H", "H", "H", "H", "H", "H", "H", "H"],
  "coordinates": [[-0.86339, 0.37543, -1.17351], [-0.37571, -0.55867, -5.23956], [-0.67002, -0.41515, -4.06106], [-0.52954, 0.61887, -3.34628], [-1.30904, -1.60343, -3.31371], [-1.70147, -2.80971, -3.88190], [-2.28250, -3.76650, -3.06198], [-2.47242, -3.49718, -1.71336], [-2.05647, -2.26571, -1.22696], [-1.49349, -1.37709, -2.02646], [-2.19803, -1.77131, 0.21694], [-2.86800, -2.42791, 1.00500], [-1.59389, -0.68362, 0.45237], [-1.54200, -2.97388, -4.93632], [-2.58885, -4.72354, -3.46810], [-2.92569, -4.20245, -1.03332], [-1.82790, 3.68573, -1.99184], [-3.02210, 1.99087, -2.88736], [-3.67541, 1.22769, -1.26182], [-4.68624, 0.27484, -1.25741], [-5.10144, -0.21018, -0.03063], [-4.48431, 0.25396, 1.12134], [-3.45570, 1.17412, 0.99300], [-3.07476, 1.67048, -0.17123], [0.00381, 3.10480, -1.77721], [0.98773, 3.95588, -2.26234], [2.31391, 3.61164, -2.08404], [2.60484, 2.43477, -1.40723], [1.56240, 1.67246, -0.91682], [0.28523, 2.00385, -1.09619], [-5.11646, -0.06568, -2.19028], [-5.88632, -0.95087, 0.03198], [-4.76695, -0.12101, 2.09051], [-2.90177, 1.52313, 1.85208], [0.69527, 4.86562, -2.76538], [3.09997, 4.25398, -2.45645], [3.62485, 2.12075, -1.24796], [1.74087, 0.79735, -0.29176], [4.34982, -1.09212, 1.00387], [2.52763, -1.67107, 1.13638], [2.49579, -3.09243, 2.42997], [1.99417, -2.44390, -0.52840], [1.37771, -0.27634, 1.54734], [1.41334, 1.15898, 2.72522], [0.12816, 2.47808, 2.20116], [0.98385, 0.60635, 4.51677], [3.10842, 2.05189, 2.80125], [5.02762, -1.91082, 0.77886], [4.67301, -0.64229, 1.93673], [4.46823, -0.34567, 0.22545], [3.13350, -3.92556, 2.14810], [1.48542, -3.47283, 2.53695], [2.81671, -2.74641, 3.40732], [2.57845, -3.32007, -0.79760], [2.07052, -1.73228, -1.34480], [0.95231, -2.74348, -0.46694], [0.36098, -0.47661, 1.21902], [-0.43010, 2.12629, 1.33743], [0.58881, 3.42635, 1.93163], [-0.58720, 2.68192, 2.99452], [0.03193, 0.08577, 4.52161], [0.90658, 1.44604, 5.20207], [1.72829, -0.07776, 4.91218], [3.38144, 2.44041, 1.82507], [3.90149, 1.38526, 3.12155], [3.08410, 2.88994, 3.49252]],
  "gap_ev": [6.44, 5.63],
  "relative_energy_kj_mol": 157.0,
  "multiplicity": 2,
  "lumo_ev": [2.474, 1.657],
  "charge": -1
}


6.
{
  "formula": "CH11O7",
  "method": "ωB97M-V with the def2-TZVPD basis set",
  "species": ["O", "C", "O", "H", "H", "H", "O", "H", "H", "O", "H", "H", "O", "H", "H", "O", "H", "H", "O"],
  "coordinates": [[-0.67423, 0.97028, -2.06269], [-0.17022, 1.74869, -1.22838], [-0.28637, 1.69924, 0.02450], [0.30752, 2.69712, -1.54408], [1.86828, -1.00078, -0.95371], [1.50216, -2.34759, -1.64783], [1.88002, -1.48381, -1.81030], [-1.58774, 0.67197, 1.61947], [-2.76049, -0.32577, 1.33031], [-2.14724, -0.01173, 2.00898], [-1.02386, -0.46944, -1.37853], [-1.44341, -1.89101, -1.60892], [-1.35994, -1.27868, -0.86942], [1.11826, 0.31305, 2.24868], [0.80367, 1.90639, 2.09348], [1.44246, 1.21635, 2.29443], [0.29460, -1.28155, 0.26159], [1.12120, -0.09408, 0.48295], [1.11534, -1.03865, 0.73949]],
  "gap_ev": 9.20,
  "relative_energy_kj_mol": 55.7,
  "lumo_ev": 3.589,
  "charge": -1
}


Number 1: F_max 5.991 eV/A. Number 2: F_max 3.678 eV/A. Number 3: F_max 4.940 eV/A. Number 4: F_max 2.774 eV/A. Number 5: F_max 1.075 eV/A. Number 6: F_max 1.786 eV/A.